No. 1
{"formula": "C23H39CdCl3N3O3SSi", "method": "ωB97M-V/def2-TZVPD", "charge": -1, "homo_lumo_gap_ev": 7.4, "species": ["C", "C", "H", "H", "H", "C", "C", "H", "H", "H", "H", "Cd", "Cl", "Cl", "H", "H", "C", "C", "N", "H", "C", "O", "H", "H", "H", "H", "H", "H", "C", "C", "N", "H", "C", "O", "H", "H", "H", "H", "O", "C", "C", "C", "H", "C", "H", "C", "H", "C", "C", "H", "H", "H", "Si", "Cl", "C", "C", "C", "H", "H", "H", "H", "H", "H", "H", "H", "H", "S", "C", "C", "N", "C", "H", "H", "H"], "coordinates": [[-1.9013, -2.2474, -4.1835], [-1.3441, -2.7234, -2.8754], [-2.1690, -3.1103, -4.8029], [-1.1890, -1.6384, -4.7488], [-2.8209, -1.6686, -4.0414], [-0.9961, -4.0203, -2.6935], [-1.4676, -5.1560, -3.5375], [-0.3855, -4.2923, -1.8104], [-1.0033, -5.1616, -4.5338], [-2.5537, -5.1308, -3.6872], [-1.2253, -6.1198, -3.0593], [-0.7764, 2.3720, 2.0653], [-3.1931, 2.0527, 1.6043], [1.2912, 3.5719, 1.4969], [0.7677, 5.5331, 4.8504], [-1.4898, 7.9646, 3.9613], [0.5929, 5.9424, 3.8553], [-1.3122, 7.3138, 3.0907], [-0.8139, 6.0199, 3.5183], [1.1436, 5.3363, 3.1233], [-1.6340, 4.9701, 3.4716], [-1.2814, 3.7992, 3.7318], [-2.2622, 7.1427, 2.5710], [-2.6582, 5.2393, 3.1276], [0.9454, 6.9769, 3.8108], [-0.5488, 7.7598, 2.4447], [2.4105, -0.4595, -2.0938], [2.3362, -2.9990, -2.2062], [3.2801, -0.4811, -1.4169], [3.2981, -2.9200, -1.6817], [3.3051, -1.7830, -0.7691], [3.2165, 0.3147, -0.6684], [3.6812, -1.9219, 0.5414], [3.8212, -0.9854, 1.3224], [3.4635, -3.8377, -1.1146], [3.8121, -2.9951, 0.8063], [4.1915, -0.3718, -2.0341], [4.0840, -2.7970, -2.4375], [-0.2118, -0.6980, -1.9784], [-1.2191, -1.6850, -1.7469], [0.1863, -2.5627, 0.1720], [-1.0707, -2.3769, -0.3925], [1.0596, -2.1086, -0.3288], [0.3215, -3.3098, 1.3369], [-2.2108, -1.1976, -1.6683], [-2.2034, -2.8813, 0.2715], [1.3132, -3.4505, 1.7567], [-0.7841, -3.8789, 1.9563], [-2.0472, -3.6444, 1.4150], [-3.1879, -2.6610, -0.1443], [-0.6623, -4.5143, 2.8320], [-2.9133, -4.0756, 1.8891], [-0.1944, 1.0029, -1.8553], [-0.1899, 0.6423, 0.4804], [1.4064, 2.1226, -1.9321], [-1.3383, 2.5513, -1.4314], [-0.9189, 0.7481, -3.6226], [1.7660, 2.5137, -0.9506], [1.2100, 3.0412, -2.5087], [2.3005, 1.6770, -2.4091], [-0.2378, 0.0780, -4.1773], [-1.1217, 1.6456, -4.2200], [-1.8644, 0.1992, -3.4841], [-2.2307, 2.2970, -0.8447], [-1.7112, 3.0819, -2.3111], [-0.8654, 3.3489, -0.8300], [-0.1157, -1.8664, 4.5349], [1.4965, -1.2772, 4.1810], [1.4287, -0.1395, 3.4115], [0.1389, 0.3009, 3.1855], [-0.7810, -0.5683, 3.5759], [2.4054, -1.7423, 4.5317], [2.2659, 0.3950, 2.9923], [-1.8343, -0.4963, 3.3165]], "lowdin_charge": [-0.058, -0.207, 0.062, 0.073, 0.084, -0.109, -0.121, 0.110, 0.072, 0.076, 0.069, 0.920, -0.385, -0.243, 0.093, 0.092, -0.068, -0.055, -0.188, -0.023, -0.334, -0.192, 0.086, 0.140, 0.081, 0.093, 0.071, 0.085, -0.055, -0.063, -0.209, 0.091, -0.331, -0.004, 0.080, 0.129, 0.097, 0.085, -0.307, -0.300, -0.069, -0.220, 0.095, -0.100, 0.152, -0.030, 0.092, -0.145, -0.100, 0.119, 0.088, 0.091, 0.190, 0.246, -0.219, -0.290, -0.192, -0.036, 0.027, -0.005, 0.019, 0.015, 0.012, -0.071, 0.007, -0.013, 0.954, -0.383, -0.246, -0.183, -0.462, 0.060, 0.096, 0.066]}


No. 2
{"formula": "C3H5NS2", "method": "ωB97M-V/def2-TZVPD", "charge": 0, "homo_lumo_gap_ev": 9.0, "smiles": "S=C1NCCS1", "species": ["S", "C", "N", "C", "C", "S", "H", "H", "H", "H", "H"], "coordinates": [[-2.6778, 0.4280, -1.5199], [-1.2716, 0.3109, -0.7153], [-0.4541, -0.7277, -0.6688], [0.8153, -0.4976, -0.0099], [0.5821, 0.5969, 1.0021], [-0.5679, 1.7230, 0.1851], [-0.7931, -1.5605, -1.1329], [1.4812, -0.1696, -0.7977], [1.2564, -1.3583, 0.5031], [0.1462, 0.1266, 1.8795], [1.4833, 1.1283, 1.2749]], "nbo_charge": [-0.134, -0.065, -0.601, -0.223, -0.541, 0.271, 0.428, 0.196, 0.216, 0.214, 0.238]}


No. 3
{"formula": "C42H84BF7N7O3P2", "method": "ωB97M-V/def2-TZVPD", "charge": 1, "homo_lumo_gap_ev": 7.0, "species": ["C", "C", "C", "C", "C", "C", "C", "C", "C", "C", "C", "C", "C", "N", "C", "C", "B", "O", "C", "C", "C", "C", "C", "C", "C", "C", "C", "C", "C", "C", "C", "F", "F", "C", "F", "F", "C", "F", "F", "F", "H", "H", "H", "H", "H", "H", "H", "H", "H", "H", "H", "H", "H", "H", "H", "H", "H", "H", "H", "H", "H", "H", "H", "H", "H", "H", "H", "H", "H", "H", "H", "H", "H", "H", "H", "H", "H", "H", "H", "H", "H", "H", "H", "H", "H", "H", "H", "H", "O", "P", "N", "C", "C", "N", "C", "C", "N", "C", "C", "H", "H", "H", "H", "H", "H", "H", "H", "H", "H", "H", "H", "H", "H", "H", "H", "H", "H", "O", "P", "N", "C", "C", "N", "C", "C", "N", "C", "C", "H", "H", "H", "H", "H", "H", "H", "H", "H", "H", "H", "H", "H", "H", "H", "H", "H", "H"], "coordinates": [[0.0581, -0.4123, 6.2826], [0.1526, 0.8979, 5.4068], [-0.9940, 1.9526, 5.6781], [-2.4502, 1.3461, 5.6396], [-2.7782, 0.6419, 4.2687], [-3.9695, -0.3820, 4.4899], [-4.4947, -0.9847, 3.1383], [-3.8557, -2.3845, 2.7725], [-3.7416, -2.6089, 1.2085], [-2.4483, -1.9332, 0.6214], [-2.3600, -2.0326, -0.9678], [-1.1280, -2.9168, -1.4123], [0.0751, -2.0680, -2.0137], [0.5152, -1.1263, -0.9420], [0.0182, 0.2697, -0.9849], [-0.3210, 0.8615, -2.3983], [-0.1120, 2.4779, -2.4941], [1.1312, 3.1033, -2.7088], [-1.4052, 3.4406, -2.3912], [-2.2488, 3.2285, -1.0687], [0.2886, 0.0590, -3.6219], [1.7952, 0.2395, -3.9400], [2.8304, -0.0897, -2.8410], [3.6847, -1.2626, -3.0523], [4.7123, -1.6241, -2.0832], [4.9391, -0.8907, -0.8582], [4.0998, 0.2844, -0.6367], [4.2650, 1.1409, 0.6492], [3.0975, 0.6582, -1.6282], [-0.2066, -1.4627, -3.4275], [0.1975, -2.3815, -4.6269], [1.4902, -2.8775, -4.5441], [0.1711, -1.6202, -5.7879], [-0.7403, -3.6261, -4.8983], [-0.8243, -3.7553, -6.2756], [-2.0249, -3.4986, -4.4605], [-0.1323, -5.0214, -4.4228], [-1.1744, -5.9156, -4.4496], [0.3270, -5.0010, -3.1410], [0.7991, -5.5037, -5.2599], [0.7837, -0.3461, 7.1315], [0.3380, -1.2836, 5.6383], [-0.9525, -0.6029, 6.7129], [0.1456, 0.6572, 4.3156], [1.1176, 1.4004, 5.6644], [-0.8352, 2.5386, 6.6174], [-0.9367, 2.6942, 4.8311], [-3.1689, 2.2019, 5.7412], [-2.6513, 0.6638, 6.5050], [-1.8816, 0.1067, 3.8622], [-3.0861, 1.4276, 3.5249], [-4.8043, 0.2441, 4.9155], [-3.7215, -1.1364, 5.2750], [-4.3109, -0.2526, 2.3112], [-5.6053, -1.1088, 3.2348], [-2.8505, -2.5085, 3.2600], [-4.5123, -3.1613, 3.2493], [-3.6591, -3.7250, 1.0831], [-4.6715, -2.2215, 0.7231], [-2.4528, -0.8474, 0.8963], [-1.5789, -2.4171, 1.1382], [-2.4294, -1.0385, -1.4710], [-3.2819, -2.6005, -1.2726], [-1.4625, -3.7318, -2.0889], [-0.6952, -3.4298, -0.5057], [0.9035, -2.8200, -2.1414], [0.1740, -1.5257, -0.0506], [1.5472, -1.2108, -0.8625], [-0.9228, 0.3118, -0.3730], [0.7273, 0.9584, -0.4555], [-1.4397, 0.7448, -2.5147], [1.3504, 3.6804, -1.9535], [-1.1173, 4.5073, -2.5861], [-2.0443, 3.1451, -3.2794], [-2.6876, 2.2018, -1.1054], [-1.5885, 3.4176, -0.1921], [-3.1140, 3.9421, -1.1162], [-0.2957, 0.4070, -4.5188], [1.9712, 1.3016, -4.2711], [2.0572, -0.3742, -4.8440], [3.6289, -1.9093, -3.9489], [5.3616, -2.5132, -2.2665], [5.7207, -1.2282, -0.1514], [4.2490, 2.2135, 0.3481], [3.3439, 0.9650, 1.2766], [5.1293, 0.8515, 1.2859], [2.5022, 1.5628, -1.3963], [-1.3284, -1.3632, -3.5004], [-3.5706, 5.9001, -4.8330], [-3.1132, 5.3975, -6.2062], [-2.4342, 6.9084, -6.6553], [-2.4911, 7.5642, -7.9433], [-1.1370, 7.1648, -6.0376], [-4.7353, 5.1897, -6.7861], [-5.5756, 6.3558, -7.0390], [-5.4923, 4.2304, -5.9809], [-2.4979, 4.6773, -7.7336], [-3.2882, 4.5185, -8.9458], [-1.8081, 3.4058, -7.4576], [-1.8002, 7.1218, -8.6739], [-2.2257, 8.6200, -7.8384], [-3.4905, 7.5648, -8.3712], [-0.3330, 6.6309, -6.5644], [-1.1303, 6.8373, -4.9950], [-0.9046, 8.2320, -6.0309], [-5.5281, 7.0939, -6.2314], [-6.6211, 6.0657, -7.1720], [-5.3017, 6.8383, -7.9775], [-5.8517, 4.6740, -5.0461], [-4.8709, 3.3655, -5.7237], [-6.3522, 3.8518, -6.5397], [-4.0691, 3.7581, -8.8478], [-2.6304, 4.2162, -9.7679], [-3.7492, 5.4517, -9.2629], [-2.5175, 2.6178, -7.1766], [-1.1003, 3.5326, -6.6297], [-1.2310, 3.0675, -8.3221], [3.0478, -2.3474, 7.6833], [4.1951, -3.3545, 7.7625], [5.0048, -2.7494, 6.3744], [5.6685, -3.5002, 5.3329], [5.7414, -1.5147, 6.6282], [3.1662, -4.7072, 7.4025], [2.6039, -4.8606, 6.0676], [2.0933, -4.8634, 8.3867], [5.5423, -4.4970, 8.0718], [5.5507, -5.8907, 7.6536], [5.9551, -4.4307, 9.4860], [6.6498, -3.8819, 5.6465], [5.8286, -2.8648, 4.4562], [5.0734, -4.3361, 4.9724], [6.7035, -1.7192, 7.1181], [5.1702, -0.8466, 7.2769], [5.9281, -0.9660, 5.7016], [2.1924, -3.9242, 5.6721], [1.8083, -5.6106, 6.0596], [3.3508, -5.2429, 5.3704], [1.2742, -4.1565, 8.2151], [2.4709, -4.6974, 9.4004], [1.6890, -5.8787, 8.3580], [4.8390, -6.5066, 8.2118], [6.5501, -6.3088, 7.8141], [5.3492, -6.0039, 6.5897], [5.2026, -4.8796, 10.1438], [6.0892, -3.3875, 9.7917], [6.9103, -4.9361, 9.6478]], "lowdin_charge": [-0.103, -0.258, -0.215, -0.225, -0.212, -0.211, -0.212, -0.205, -0.205, -0.211, -0.157, -0.116, -0.191, 0.116, -0.084, -0.135, -0.393, 0.100, -0.156, -0.097, -0.179, -0.092, -0.175, -0.032, -0.064, -0.032, -0.238, -0.056, -0.028, -0.082, -0.315, 0.095, 0.102, -0.279, 0.122, 0.135, -0.465, 0.142, 0.142, 0.184, 0.071, 0.065, 0.060, 0.078, 0.100, 0.109, 0.105, 0.112, 0.099, 0.093, 0.114, 0.115, 0.115, 0.099, 0.112, 0.110, 0.114, 0.119, 0.121, 0.097, 0.105, 0.100, 0.120, 0.106, 0.128, 0.156, 0.166, 0.171, 0.125, 0.134, 0.128, 0.125, 0.107, 0.112, 0.066, 0.080, 0.088, 0.159, 0.136, 0.122, 0.101, 0.108, 0.111, 0.085, 0.081, 0.084, 0.093, 0.158, -0.292, 0.759, -0.333, -0.134, -0.142, -0.349, -0.120, -0.149, -0.302, -0.133, -0.158, 0.082, 0.088, 0.052, 0.077, 0.063, 0.083, 0.089, 0.084, 0.055, 0.079, 0.067, 0.082, 0.085, 0.093, 0.067, 0.072, 0.067, 0.080, -0.294, 0.769, -0.334, -0.142, -0.143, -0.349, -0.131, -0.144, -0.304, -0.136, -0.147, 0.082, 0.080, 0.048, 0.080, 0.070, 0.077, 0.079, 0.082, 0.052, 0.077, 0.074, 0.081, 0.085, 0.093, 0.065, 0.076, 0.077, 0.080]}


No. 4
{"formula": "C22H22N2O6S", "method": "ωB97M-V/def2-TZVPD", "charge": 0, "homo_lumo_gap_ev": 7.5, "smiles": "Cc1ccc(-c2cc(C(=O)OCC(=O)N(C)[C@@H]3CCS(=O)(=O)C3)c3ccccc3n2)o1", "species": ["C", "C", "C", "C", "C", "C", "C", "C", "C", "O", "O", "C", "C", "O", "N", "C", "C", "C", "C", "S", "O", "O", "C", "C", "C", "C", "C", "C", "C", "N", "O", "H", "H", "H", "H", "H", "H", "H", "H", "H", "H", "H", "H", "H", "H", "H", "H", "H", "H", "H", "H", "H", "H"], "coordinates": [[2.1828, 6.8451, -2.9113], [2.9393, 5.6875, -2.3695], [4.2656, 5.5342, -2.0662], [4.4142, 4.2212, -1.5797], [3.1629, 3.6537, -1.6175], [2.7223, 2.3336, -1.2409], [1.3578, 1.9746, -1.3582], [0.9524, 0.7075, -1.0185], [-0.4988, 0.4312, -1.1890], [-1.3476, 1.2865, -1.1138], [-0.7716, -0.8521, -1.4603], [-2.1279, -1.2158, -1.6789], [-2.5486, -2.3702, -0.7719], [-2.9438, -3.4141, -1.2575], [-2.4707, -2.1895, 0.5672], [-2.0901, -0.9408, 1.1938], [-2.7933, -3.3694, 1.3681], [-4.3178, -3.5183, 1.5648], [-4.7735, -2.5230, 2.6052], [-3.4270, -2.6117, 3.8389], [-3.0181, -1.2893, 4.2354], [-3.7668, -3.5346, 4.8827], [-2.1622, -3.3726, 2.7424], [1.9148, -0.2185, -0.5210], [1.6443, -1.5327, -0.0957], [2.6434, -2.3346, 0.3883], [3.9624, -1.8666, 0.4732], [4.2646, -0.5963, 0.0736], [3.2581, 0.2591, -0.4262], [3.6304, 1.4953, -0.7909], [2.2692, 4.5532, -2.1001], [2.8679, 7.6501, -3.1583], [1.4611, 7.2036, -2.1777], [1.6325, 6.5526, -3.8044], [5.0339, 6.2715, -2.1792], [5.3080, 3.7395, -1.2433], [0.6415, 2.6946, -1.7214], [-2.7714, -0.3388, -1.5374], [-2.2185, -1.5706, -2.7099], [-2.4699, -0.8885, 2.2110], [-1.0019, -0.8284, 1.2327], [-2.4987, -0.0957, 0.6408], [-2.4499, -4.2257, 0.7730], [-4.8194, -3.3839, 0.6066], [-4.5185, -4.5309, 1.9180], [-4.8245, -1.5036, 2.2364], [-5.7001, -2.7994, 3.0950], [-2.0187, -4.3843, 3.1086], [-1.2384, -2.8111, 2.8173], [0.6413, -1.9205, -0.1676], [2.4161, -3.3413, 0.7071], [4.7335, -2.5177, 0.8572], [5.2674, -0.2038, 0.1287]], "nbo_charge": [-0.654, 0.314, -0.325, -0.231, 0.208, 0.174, -0.181, -0.118, 0.786, -0.588, -0.504, -0.176, 0.655, -0.619, -0.439, -0.448, -0.051, -0.423, -0.655, 2.145, -0.946, -0.936, -0.672, -0.014, -0.209, -0.209, -0.204, -0.182, 0.141, -0.392, -0.401, 0.230, 0.228, 0.229, 0.228, 0.239, 0.247, 0.232, 0.227, 0.243, 0.197, 0.228, 0.254, 0.248, 0.223, 0.240, 0.260, 0.264, 0.259, 0.223, 0.214, 0.217, 0.226]}